#i
C2H7N5O | ωB97M-V with the def2-TZVPD basis set

The geometry in ORCA input format:
```
! wB97M-V def2-TZVPD RIJCOSX def2/J DEFGRID3
* xyz 0 1
C -0.660 2.472 -1.042
N -0.107 1.120 -1.003
N 0.683 0.946 -0.046
C 1.180 -0.349 -0.068
O 2.290 -0.630 -0.522
N 0.325 -1.332 0.521
N -0.900 -1.037 1.103
N 0.524 -2.680 0.310
H 0.044 3.160 -1.518
H -0.907 2.840 -0.040
H -1.581 2.461 -1.633
H -0.712 -0.459 1.925
H -1.384 -0.414 0.451
H 1.414 -2.936 0.737
H -0.209 -3.162 0.825
*
```

Properties
**LUMO energy**: -0.12 eV
**Kohn-Sham gap**: 8.38 eV
**HOMO level**: -0.3122 Eh



#ii
C2H7N5O | ωB97M-V with the def2-TZVPD basis set

The geometry in ORCA input format:
```
! wB97M-V def2-TZVPD RIJCOSX def2/J DEFGRID3
* xyz 0 1
C 1.190 1.656 -0.039
N 0.030 1.777 0.480
N -0.842 0.741 0.338
C -0.542 -0.437 -0.281
N -1.374 -1.147 -0.979
O -2.653 -0.508 -1.060
N 0.751 -1.004 -0.183
N 1.403 -1.045 1.074
H 1.892 2.458 0.143
H 1.597 0.805 -0.526
H -1.848 0.935 0.457
H -3.031 -1.159 -1.650
H 0.671 -1.931 -0.632
H 2.091 -0.331 1.079
H 0.663 -0.812 1.779
*
```

Properties
**LUMO energy**: 0.96 eV
**Kohn-Sham gap**: 9.40 eV
**HOMO level**: -0.3101 Eh



#iii
C2H7N5O | ωB97M-V with the def2-TZVPD basis set

The geometry in ORCA input format:
```
! wB97M-V def2-TZVPD RIJCOSX def2/J DEFGRID3
* xyz 0 1
H -1.122 2.308 -0.370
N -0.393 1.692 0.007
C -0.917 0.569 0.143
N -2.267 0.239 -0.048
O -2.629 -1.077 -0.127
N -0.155 -0.473 0.666
N 1.200 -0.136 0.846
C 2.017 -0.513 -0.181
N 3.171 -0.023 -0.290
H 3.736 -0.433 -1.070
H -2.774 0.850 -0.658
H -2.107 -1.542 -0.789
H -0.598 -0.949 1.484
H 1.274 0.790 1.203
H 1.565 -1.301 -0.817
*
```

Properties
**LUMO energy**: 0.58 eV
**Kohn-Sham gap**: 9.94 eV
**HOMO level**: -0.3439 Eh



Name the most stable of them. #iii.



#i
CH3IO3S | ωB97M-V with the def2-TZVPD basis set

The geometry in ORCA input format:
```
! wB97M-V def2-TZVPD RIJCOSX def2/J DEFGRID3
* xyz 0 1
C 0.068 -0.023 0.183
O 2.168 0.088 2.002
O 0.100 1.379 2.373
O 1.729 1.939 0.546
S 1.026 0.778 1.451
I 3.071 2.715 1.737
H -0.319 0.499 -0.672
H 0.722 -0.727 -0.392
H -0.809 -0.644 0.473
*
```

Properties
**LUMO energy**: -0.87 eV
**Kohn-Sham gap**: 8.93 eV
**HOMO level**: -0.3601 Eh



#ii
CH3IO3S | ωB97M-V with the def2-TZVPD basis set

The geometry in ORCA input format:
```
! wB97M-V def2-TZVPD RIJCOSX def2/J DEFGRID3
* xyz 0 1
C -0.412 0.255 -0.003
O 0.068 -0.796 2.574
O -2.316 -1.073 2.961
O -1.536 -0.154 0.705
S -1.301 -0.326 2.343
I -1.065 2.817 2.850
H 0.470 0.023 0.657
H -0.580 1.349 -0.209
H -0.310 -0.494 -0.886
*
```

Properties
**LUMO energy (spin up / spin down)**: -3.68 / -3.68 eV
**Kohn-Sham gap (spin up / spin down)**: 6.42 / 6.42 eV
**HOMO level (spin up / spin down)**: -0.3710 / -0.3712 Eh



Name the most stable of them. #i.



#i
C3H14O4 | ωB97M-V with the def2-TZVPD basis set

The geometry in ORCA input format:
```
! wB97M-V def2-TZVPD RIJCOSX def2/J DEFGRID3
* xyz 1 2
C -0.455 0.166 -0.558
O -1.346 -0.670 -1.281
C -0.976 1.431 0.072
C 0.147 2.421 0.481
H 0.156 -0.459 0.121
H 0.264 0.373 -1.362
H -2.056 -1.075 -0.727
H -1.624 2.018 -0.580
H -1.560 1.278 0.981
H 1.097 1.937 0.721
H 0.382 3.200 -0.243
H -0.178 2.974 1.363
H 1.407 -1.633 -0.820
H 1.095 -2.595 -1.922
O 1.826 -2.112 -1.550
H -0.506 -1.026 -3.046
H 0.193 -0.693 -4.360
O -0.169 -1.442 -3.861
H 0.331 -2.025 5.508
H 1.243 -0.844 5.881
O 0.729 -1.224 5.182
*
```

Properties
**LUMO energy (spin up / spin down)**: -3.46 / -10.97 eV
**Kohn-Sham gap (spin up / spin down)**: 10.34 / 2.82 eV
**HOMO level (spin up / spin down)**: -0.5068 / -0.5068 Eh



#ii
C3H14O4 | ωB97M-V with the def2-TZVPD basis set

The geometry in ORCA input format:
```
! wB97M-V def2-TZVPD RIJCOSX def2/J DEFGRID3
* xyz 1 2
C 1.571 -2.790 3.228
C 0.218 -3.295 3.058
C -0.873 -3.090 3.930
H 1.642 -2.156 2.442
H 2.364 -3.486 2.944
H 1.912 -2.254 4.220
H 0.038 -3.826 2.205
H -1.820 -3.592 3.841
H -0.915 -2.283 4.614
H 1.209 4.035 -5.170
H 1.402 3.256 -6.419
O 1.058 3.096 -5.499
H 2.502 2.656 -1.942
H 3.207 1.190 -1.930
O 2.393 1.724 -2.100
H -2.594 2.371 -2.809
H -1.426 1.644 -3.248
O -1.634 2.389 -2.825
H -3.713 2.143 0.724
H -3.463 0.722 0.457
O -3.080 1.546 0.278
*
```

Properties
**LUMO energy (spin up / spin down)**: -5.70 / -9.11 eV
**Kohn-Sham gap (spin up / spin down)**: 6.81 / 3.39 eV
**HOMO level (spin up / spin down)**: -0.4596 / -0.4596 Eh



Name the most stable of them. #i.